No. 1
53
Properties=species:S:1:pos:R:3 method="wB97M-V/def2-TZVPD" e_homo_ev=-13.937 total_energy_ev=-59533.8104 total_charge=+3 lumo_energy_ev=-12.67
Pb -1.502 -5.181 -5.108
Pb 6.514 -4.373 -3.635
N 1.288 -0.695 -1.549
O 0.406 -1.443 -1.902
O 1.130 0.319 -0.971
O 2.465 -1.171 -1.662
C -4.573 0.131 3.485
C -6.083 0.440 3.526
O -6.589 -0.412 4.585
S -5.367 -1.203 5.366
O -5.289 -2.587 4.875
O -5.574 -0.944 6.844
O -4.197 -0.155 4.707
H -4.064 1.032 3.143
H -4.284 -0.691 2.830
H -6.541 0.071 2.608
H -6.460 1.417 3.829
C -6.339 -7.038 0.540
C -6.589 -5.920 -0.481
O -5.649 -5.288 -0.992
N -7.889 -5.640 -0.599
C -8.513 -4.637 -1.344
H -6.866 -7.056 1.494
H -5.304 -7.254 0.804
H -6.768 -7.937 0.097
H -8.527 -6.240 -0.096
H -8.172 -3.635 -1.080
H -9.582 -4.646 -1.133
H -8.410 -5.079 -2.335
C 2.878 3.668 3.485
C 2.013 4.942 3.515
O 2.028 5.783 4.410
N 1.356 5.106 2.350
C 0.515 6.325 2.180
H 2.268 2.765 3.511
H 3.580 3.592 4.315
H 3.546 3.651 2.623
H 1.291 4.275 1.779
H 0.405 6.416 1.099
H 1.236 7.090 2.468
H -0.496 6.526 2.536
C 7.892 2.581 -4.727
C 9.123 1.748 -4.884
O 9.208 0.604 -4.551
N 10.222 2.466 -5.221
C 11.491 1.756 -5.397
H 7.024 1.953 -4.928
H 7.839 3.401 -5.443
H 7.909 2.851 -3.671
H 10.132 3.468 -5.306
H 11.546 0.678 -5.243
H 12.124 2.103 -4.581
H 12.201 2.069 -6.163

No. 2
48
Properties=species:S:1:pos:R:3 method="wB97M-V/def2-TZVPD" e_homo_ev=-7.199 total_energy_ev=-43949.8557 lumo_energy_ev=-1.06
N -2.927 -3.098 -1.027
C -3.218 -1.685 -1.225
C -4.435 -1.180 -0.431
O -4.538 0.238 -0.581
C -4.486 -1.663 1.020
Al -3.701 -0.435 2.408
I -1.257 0.180 1.630
C -3.585 -1.499 4.168
O -4.385 -1.333 5.069
N -2.503 -2.466 4.433
C -2.413 -3.523 3.504
O -1.436 -3.945 2.976
F -3.616 -4.098 3.259
H -1.946 -3.313 -1.098
H -3.467 -3.698 -1.631
H -3.417 -1.456 -2.282
H -2.345 -1.087 -0.948
H -5.325 -1.561 -0.949
H -3.732 0.639 -0.229
H -5.520 -1.881 1.308
H -3.945 -2.610 1.097
H -4.513 0.913 2.637
H -2.745 -2.889 5.333
C 0.711 1.306 -3.367
O 0.501 1.022 -1.991
C 1.510 0.308 -1.317
C 2.234 1.233 -0.369
N 2.962 2.318 -1.117
C 4.184 1.926 -1.893
C 5.335 1.566 -0.975
O 5.789 2.700 -0.277
C 5.378 2.826 1.082
H -0.215 1.107 -3.902
H 0.959 2.365 -3.512
H 1.504 0.687 -3.796
H 2.165 -0.213 -2.024
H 1.034 -0.451 -0.691
H 2.940 0.710 0.272
H 1.499 1.743 0.254
H 3.232 3.058 -0.466
H 2.280 2.752 -1.744
H 4.455 2.798 -2.486
H 3.919 1.109 -2.561
H 6.150 1.208 -1.606
H 5.080 0.752 -0.290
H 5.041 1.873 1.495
H 4.578 3.569 1.179
H 6.228 3.178 1.662

No. 3
55
Properties=species:S:1:pos:R:3 method="wB97M-V/def2-TZVPD" de_lowest_kcal_mol=20.8 e_homo_ev=5.664 total_energy_ev=-66030.4355 total_charge=-4 lumo_energy_ev=7.86
Al -19.989 23.189 -28.460
P -20.356 23.216 -24.850
O -21.407 22.933 -25.968
O -19.063 23.239 -25.739
O -20.171 21.887 -24.117
O -20.484 24.425 -23.886
P -19.243 19.857 -27.413
O -19.334 19.533 -25.913
O -20.577 20.603 -27.797
O -18.759 18.636 -28.214
O -18.263 21.097 -27.299
C -21.030 27.248 -30.868
C -19.641 26.643 -30.616
O -19.536 25.276 -30.633
H -21.009 28.292 -31.215
H -21.643 27.121 -29.970
H -21.585 26.735 -31.662
H -19.130 27.121 -29.759
H -19.020 26.971 -31.492
C -17.870 21.144 -31.257
O -18.433 21.559 -30.297
N -17.265 21.933 -32.204
C -16.280 21.381 -33.122
C -17.352 23.387 -32.208
H -17.776 20.088 -31.563
H -15.283 21.817 -33.015
H -16.694 21.721 -34.084
H -16.195 20.310 -33.304
H -17.446 23.739 -33.242
H -18.279 23.775 -31.771
H -16.473 23.764 -31.682
C -23.282 25.070 -29.359
O -22.569 24.110 -29.438
N -23.789 25.558 -28.197
C -24.665 26.672 -28.035
C -23.413 24.846 -26.940
H -23.507 25.713 -30.230
H -24.822 27.254 -28.946
H -24.250 27.326 -27.261
H -25.646 26.321 -27.686
H -23.203 23.779 -26.975
H -22.562 25.390 -26.527
H -24.199 25.093 -26.214
C -20.183 26.253 -26.063
O -20.278 25.868 -27.209
N -20.792 27.319 -25.498
C -20.754 27.414 -24.041
C -21.632 28.237 -26.206
H -19.584 25.622 -25.384
H -21.653 27.585 -23.446
H -20.130 28.274 -23.733
H -20.158 26.616 -23.598
H -21.386 29.281 -25.976
H -21.623 28.078 -27.283
H -22.668 28.131 -25.853

No. 4
41
Properties=species:S:1:pos:R:3 method="wB97M-V/def2-TZVPD" e_homo_ev=-11.297 total_energy_ev=-20762.2722 total_charge=+1 lumo_energy_ev=-7.48
C 2.665 -2.262 0.997
O 3.081 -0.903 0.901
C 2.348 0.006 1.689
C 2.641 1.413 1.183
C 2.326 1.847 -0.224
B 0.704 1.259 -0.630
C 1.497 0.082 -1.571
C 0.189 -0.631 -1.870
C -0.471 -1.464 -0.774
C -1.988 -1.226 -0.527
C -2.378 -0.861 0.909
C -2.759 0.599 1.168
O -3.572 1.132 0.144
C -2.973 2.112 -0.667
H 3.511 -2.883 1.275
H 1.883 -2.399 1.741
H 2.305 -2.610 0.030
H 2.726 -0.029 2.713
H 1.283 -0.220 1.737
H 2.232 2.126 1.894
H 3.734 1.488 1.229
H 2.150 2.916 -0.338
H 3.100 1.568 -0.923
H 0.136 2.118 -1.243
H -0.098 0.877 0.147
H 2.227 -0.525 -1.054
H 1.955 0.538 -2.441
H 0.497 -1.235 -2.738
H -0.545 0.085 -2.259
H 0.064 -1.374 0.166
H -0.378 -2.503 -1.091
H -2.366 -0.499 -1.243
H -2.491 -2.169 -0.768
H -1.571 -1.159 1.580
H -3.242 -1.457 1.197
H -1.894 1.232 1.372
H -3.364 0.619 2.074
H -2.472 2.872 -0.062
H -3.772 2.602 -1.213
H -2.250 1.686 -1.366
Hg -4.672 -2.770 -1.144